i | Below is 3 unconnected molecules or ions with the total composition C3H12NO4, with properties calculated with ωB97M-V/def2-TZVPD.

## Properties
Total charge   0
Frontier orbital gap (alpha / beta)   0.1382 / 0.3268 hartree
HOMO level (alpha / beta)   -0.122 / -0.320 Eh
M   126.1 g mol⁻¹
Expectation value of S²   0.75
Multiplicity   2

Bonds (Å) are listed after each position.
Atoms and positions in Å:
1 O -2.153 0.705 1.364  C2 1.384, H7 0.965
2 C -1.482 1.377 0.358  O1 1.384, C3 1.491, O6 1.244
3 C -1.135 0.415 -0.728  C2 1.491, N4 1.548, H8 1.082, H9 1.100
4 N -0.264 -0.737 -0.172  C3 1.548, C5 1.494, H10 1.023, H11 1.020
5 C -0.038 -1.821 -1.176  N4 1.494, H12 1.088, H13 1.086, H14 1.085
6 O -1.291 2.603 0.275  C2 1.244
7 H -2.568 1.252 2.043  O1 0.965
8 H -0.555 1.000 -1.431  C3 1.082
9 H -2.012 -0.057 -1.196  C3 1.100
10 H 0.635 -0.315 0.073  N4 1.023
11 H -0.693 -1.142 0.660  N4 1.020
12 H 0.740 -2.485 -0.805  C5 1.088
13 H 0.310 -1.425 -2.126  C5 1.086
14 H -0.964 -2.371 -1.311  C5 1.085
15 H 1.566 0.448 1.892  O17 0.974
16 H 1.834 -0.361 3.153  O17 0.957
17 O 1.459 -0.441 2.277  H15 0.974, H16 0.957
18 H 2.879 0.806 -1.358  O20 0.962
19 H 1.719 1.731 -0.849  O20 0.962
20 O 2.012 0.819 -0.943  H18 0.962, H19 0.962

=====

ii | Below is 3 unconnected molecules or ions with the total composition C3H12NO4, with properties calculated with ωB97M-V/def2-TZVPD.

## Properties
Total charge   0
Frontier orbital gap (alpha / beta)   0.3790 / 0.2366 hartree
HOMO level (alpha / beta)   -0.358 / -0.357 Eh
M   126.1 g mol⁻¹
Expectation value of S²   0.75
Multiplicity   2

Bonds (Å) are listed after each position.
Atoms and positions in Å:
1 N -2.293 0.000 0.706  C2 1.475, H7 1.007, H8 1.019
2 C -1.268 0.454 -0.252  N1 1.475, C3 1.526, C5 1.563, H9 1.091
3 C -1.138 -0.486 -1.446  C2 1.526, O4 1.453, H10 1.099, H11 1.081
4 O -0.078 0.069 -2.270  C3 1.453, H12 0.971
5 C 0.002 0.846 0.570  C2 1.563, O6 1.379, H13 1.111, H14 1.111
6 O 0.845 -0.239 0.448  C5 1.379
7 H -3.153 -0.240 0.239  N1 1.007
8 H -1.878 -0.724 1.290  N1 1.019
9 H -1.552 1.381 -0.752  C2 1.091
10 H -0.894 -1.508 -1.122  C3 1.099
11 H -1.914 -0.464 -2.199  C3 1.081
12 H 0.795 -0.300 -2.055  O4 0.971
13 H 0.449 1.800 0.220  C5 1.111
14 H -0.127 1.064 1.651  C5 1.111
15 H 2.939 0.684 -1.488  O17 0.968
16 H 2.105 -0.137 -0.489  O17 1.003
17 O 2.760 -0.235 -1.242  H15 0.968, H16 1.003
18 H 1.325 -0.754 1.937  O20 0.978
19 H 1.494 -0.215 3.405  O20 0.964
20 O 1.581 -0.997 2.849  H18 0.978, H19 0.964

=====

Computed stability ranking, most favorable first: i, ii

=====

i | Below is 2 unconnected molecules or ions with the total composition C2H3BrN2S, with properties calculated with ωB97M-V/def2-TZVPD.

## Properties
Total charge   0
Frontier orbital gap   0.3324 hartree
HOMO level   -0.312 Eh
M   167.0 g mol⁻¹

Bonds (Å) are listed after each position.
Atoms and positions in Å:
1 C 2.084 -1.753 -0.360  N3 1.185, S5 1.575
2 C -0.848 0.258 0.192  N4 1.310, Br6 1.859
3 N 1.921 -2.925 -0.281  C1 1.185, H8 0.998
4 N -0.653 0.957 -0.898  C2 1.310, H7 1.032, H9 1.055
5 S 2.601 -0.272 -0.494  C1 1.575
6 Br -2.103 -1.110 0.088  C2 1.859
7 H 0.263 1.430 -0.889  N4 1.032
8 H 1.355 -3.746 -0.269  N3 0.998
9 H -0.750 0.589 -1.882  N4 1.055

=====

ii | Below is C2H3BrN2S in the gas phase, with properties calculated with ωB97M-V/def2-TZVPD.

## Properties
Total charge   0
SMILES string   C=N/N=C\SBr
Frontier orbital gap   0.2653 hartree
HOMO level   -0.333 Eh
M   167.0 g mol⁻¹

Bonds (Å) are listed after each position.
Atoms and positions in Å:
1 C -1.009 -1.258 -0.095  N2 1.273, H7 1.100, H8 1.126
2 N -1.301 -0.133 -0.614  C1 1.273, N3 1.269
3 N -0.916 1.018 -0.245  N2 1.269, C4 1.226
4 C 0.132 1.587 0.038  N3 1.226, S5 1.970, H9 1.139
5 S 1.983 0.915 0.099  C4 1.970, Br6 2.317
6 Br 3.080 -1.096 0.453  S5 2.317
7 H -0.639 -1.603 0.882  C1 1.100
8 H -1.460 -2.156 -0.601  C1 1.126
9 H 0.131 2.726 0.083  C4 1.139

=====

Computed stability ranking, most favorable first: i, ii

=====

i | Below is 2 unconnected molecules or ions with the total composition C3H9BO2S, with properties calculated with ωB97M-V/def2-TZVPD.

## Properties
Total charge   0
Frontier orbital gap (alpha / beta)   0.2860 / 0.2918 hartree
HOMO level (alpha / beta)   -0.278 / -0.282 Eh
M   120.0 g mol⁻¹

Bonds (Å) are listed after each position.
Atoms and positions in Å:
1 B 0.785 -1.519 -0.525  C3 1.524, O5 1.368, O6 1.399
2 C -0.571 2.281 0.066  C4 1.467, H8 1.096, H9 1.119, H10 1.093
3 C 1.388 -0.124 -0.417  B1 1.524, H11 1.018, H12 1.125
4 C -0.711 0.855 0.381  C2 1.467, S7 1.750, H13 1.066
5 O 0.271 -2.155 0.572  B1 1.368, H14 0.991
6 O 0.464 -2.162 -1.725  B1 1.399, H15 0.986
7 S -0.636 0.536 2.100  C4 1.750, H16 1.318
8 H -0.277 2.563 -0.951  C2 1.096
9 H -1.500 2.816 0.388  C2 1.119
10 H 0.334 2.626 0.570  C2 1.093
11 H 1.910 0.379 0.298  C3 1.018
12 H 1.470 0.324 -1.446  C3 1.125
13 H -1.310 0.142 -0.138  C4 1.066
14 H -0.254 -2.994 0.532  O5 0.991
15 H 0.083 -3.065 -1.834  O6 0.986
16 H -1.447 -0.502 2.130  S7 1.318

=====

ii | Below is C3H9BO2S in the gas phase, with properties calculated with ωB97M-V/def2-TZVPD.

## Properties
Total charge   0
SMILES string   CSCCB(O)O
Frontier orbital gap   0.3087 hartree
HOMO level   -0.301 Eh
M   120.0 g mol⁻¹

Bonds (Å) are listed after each position.
Atoms and positions in Å:
1 C 2.424 0.794 0.116  S2 1.821, H8 1.077, H9 1.153, H10 1.135
2 S 2.102 -0.940 -0.337  C1 1.821, C3 1.827
3 C 0.380 -0.980 0.269  S2 1.827, C4 1.663, H11 1.001, H12 1.114
4 C -0.574 -0.062 -0.738  C3 1.663, B5 1.604, H13 1.129, H14 1.169
5 B -2.102 -0.330 -0.330  C4 1.604, O6 1.318, O7 1.387
6 O -2.926 0.695 -0.246  B5 1.318, H15 1.013
7 O -2.532 -1.565 0.128  B5 1.387, H16 0.909
8 H 2.885 0.914 1.082  C1 1.077
9 H 1.464 1.430 0.168  C1 1.153
10 H 3.118 1.157 -0.705  C1 1.135
11 H 0.473 -0.651 1.210  C3 1.001
12 H 0.267 -2.086 0.202  C3 1.114
13 H -0.429 -0.262 -1.839  C4 1.129
14 H -0.291 0.996 -0.328  C4 1.169
15 H -3.875 0.605 0.096  O6 1.013
16 H -3.262 -1.581 0.669  O7 0.909

=====

Computed stability ranking, most favorable first: ii, i

=====

i | Below is a gas-phase ion, C4H13N2 (charge +2), with properties calculated with ωB97M-V/def2-TZVPD.

## Properties
Total charge   +2
Frontier orbital gap (alpha / beta)   0.5181 / 0.3122 hartree
HOMO level (alpha / beta)   -0.791 / -0.789 Eh
M   89.2 g mol⁻¹
Expectation value of S²   0.75
Multiplicity   2

Bonds (Å) are listed after each position.
Atoms and positions in Å:
1 C -1.269 -1.665 0.037  C2 1.544, N6 1.423, H7 1.087, H8 1.113
2 C -1.471 -0.146 -0.154  C1 1.544, C3 1.542, H9 1.089, H10 1.086
3 C -0.249 0.637 -0.676  C2 1.542, N5 1.503, H11 1.084, H12 1.094
4 C 1.910 1.799 -0.364  N5 1.527, H13 1.087, H14 1.052, H15 1.076
5 N 0.799 1.018 0.333  C3 1.503, C4 1.527, H16 1.018, H17 1.017
6 N -0.256 -2.015 0.973  C1 1.423, H18 1.032, H19 1.030
7 H -1.018 -2.148 -0.904  C1 1.087
8 H -2.186 -2.211 0.355  C1 1.113
9 H -2.290 0.132 -0.815  C2 1.089
10 H -1.804 0.219 0.813  C2 1.086
11 H -0.462 1.517 -1.272  C3 1.084
12 H 0.223 -0.066 -1.368  C3 1.094
13 H 2.211 1.263 -1.260  C4 1.087
14 H 2.758 1.833 0.257  C4 1.052
15 H 1.568 2.804 -0.542  C4 1.076
16 H 0.404 1.617 1.055  N5 1.018
17 H 1.286 0.169 0.610  N5 1.017
18 H -0.468 -1.884 1.974  N6 1.032
19 H 0.315 -2.873 0.948  N6 1.030

=====

ii | Below is 2 unconnected molecules or ions with the total composition C4H13N2, with properties calculated with ωB97M-V/def2-TZVPD.

## Properties
Total charge   +2
Frontier orbital gap (alpha / beta)   0.4294 / 0.3287 hartree
HOMO level (alpha / beta)   -0.752 / -0.792 Eh
M   89.2 g mol⁻¹
Expectation value of S²   0.76
Multiplicity   2

Bonds (Å) are listed after each position.
Atoms and positions in Å:
1 C -0.579 1.614 1.063  N2 1.481, H4 1.087, H5 1.087, H6 1.092
2 N -1.036 0.469 0.244  C1 1.481, C3 1.496, H7 1.020, H17 1.058
3 C -2.225 0.786 -0.607  N2 1.496, H8 1.090, H9 1.102, H10 1.087
4 H -0.263 2.415 0.400  C1 1.087
5 H -1.358 1.975 1.730  C1 1.087
6 H 0.308 1.317 1.628  C1 1.092
7 H -1.326 -0.332 0.806  N2 1.020
8 H -3.078 1.142 -0.031  C3 1.090
9 H -2.475 -0.150 -1.132  C3 1.102
10 H -1.915 1.461 -1.401  C3 1.087
11 C 1.442 -1.751 -0.222  C12 1.389, N13 1.389, H14 1.085
12 C 2.455 -1.432 0.674  C11 1.389, H15 1.084, H16 1.089
13 N 1.057 -0.870 -1.224  C11 1.389, H18 1.025, H19 1.025
14 H 0.892 -2.686 -0.201  C11 1.085
15 H 2.736 -2.053 1.517  C12 1.084
16 H 2.906 -0.442 0.629  C12 1.089
17 H -0.250 0.144 -0.386  N2 1.058
18 H 1.787 -0.175 -1.414  N13 1.025
19 H 0.923 -1.431 -2.071  N13 1.025

=====

Computed stability ranking, most favorable first: ii, i

=====

i | Below is C5H5N3S in the gas phase, with properties calculated with ωB97M-V/def2-TZVPD.

## Properties
Total charge   0
Frontier orbital gap (alpha / beta)   0.2229 / 0.2379 hartree
HOMO level (alpha / beta)   -0.302 / -0.301 Eh
M   139.2 g mol⁻¹

Bonds (Å) are listed after each position.
Atoms and positions in Å:
1 C 1.059 1.920 2.333  C2 1.339, N6 1.348, H10 1.095
2 C 0.950 0.816 1.584  C1 1.339, C4 1.453
3 C 0.105 -1.008 -1.705  C5 1.523, S9 1.636
4 C -0.448 0.557 1.287  C2 1.453, N7 1.327, N8 1.409
5 C 0.212 -2.037 -2.822  C3 1.523, H11 1.090, H12 1.177, H13 1.096
6 N -0.157 2.485 2.472  C1 1.348, N8 1.355
7 N -1.200 -0.217 0.514  C4 1.327, S9 1.626
8 N -1.064 1.685 1.863  C4 1.409, N6 1.355, H14 0.997
9 S -0.638 -1.488 -0.329  C3 1.636, N7 1.626
10 H 2.047 2.247 2.672  C1 1.095
11 H 0.155 -1.647 -3.838  C5 1.090
12 H 1.284 -2.523 -2.838  C5 1.177
13 H -0.409 -2.939 -2.758  C5 1.096
14 H -1.896 2.147 1.565  N8 0.997

=====

ii | Below is C5H5N3S in the gas phase, with properties calculated with ωB97M-V/def2-TZVPD.

## Properties
Total charge   0
Frontier orbital gap   0.3271 hartree
HOMO level   -0.300 Eh
M   139.2 g mol⁻¹

Bonds (Å) are listed after each position.
Atoms and positions in Å:
1 C 0.587 2.207 0.340  C2 1.376, N6 1.362, H10 1.106
2 C 1.357 1.112 0.019  C1 1.376, N8 1.389, H11 1.104
3 C -0.863 0.783 -0.169  N6 1.300, N8 1.391, S9 1.758
4 C -0.891 -2.108 0.575  N7 1.249, H12 1.088
5 C 0.499 -1.131 -0.620  N8 1.357, H13 1.026, H14 1.109
6 N -0.756 2.018 0.222  C1 1.362, C3 1.300
7 N -1.944 -1.447 0.457  C4 1.249, S9 1.675
8 N 0.384 0.195 -0.356  C2 1.389, C3 1.391, C5 1.357
9 S -2.402 -0.049 -0.345  C3 1.758, N7 1.675
10 H 0.937 3.189 0.710  C1 1.106
11 H 2.403 0.875 -0.243  C2 1.104
12 H -0.522 -2.833 1.299  C4 1.088
13 H 1.435 -1.513 -0.442  C5 1.026
14 H -0.223 -1.297 -1.446  C5 1.109

=====

Computed stability ranking, most favorable first: ii, i